Record 1
ORCA calculation (ωB97M-V/def2-TZVPD) on a structure of composition C19H23AsN5O5PReS8.

For the gap between HOMO and LUMO, the calculation gives 5.816 eV. The calculation puts the relative energy (zero: lowest compared OMol25 entry of this formula, charge and spin) at 5.2 kcal/mol. As for the largest force on an atom: 0.613 eV/A. For the LUMO energy, the calculation gives -5.2752 eV. The calculation puts the HOMO energy at -11.09 eV. As for the total energy: -7228.55557 hartree. The net charge is +1.

Last column: Mulliken charge in e.
Geometry (Å):
Re  -0.66894  -1.13972  -1.32024  0.061
O  -3.35387  0.27749  1.98027  -0.652
C  -3.31469  1.56778  1.58132  0.609
C  -3.82835  2.49530  2.49180  -0.535
C  -3.85642  3.83798  2.18825  -0.428
C  -3.38062  4.29807  0.95787  -0.729
C  -2.85927  3.39497  0.06427  -0.939
C  -2.79344  2.02093  0.36236  0.319
C  -2.15903  1.15820  -0.62266  0.837
O  -1.87013  -0.10911  -0.27167  0.643
N  -1.83748  1.54667  -1.80876  -0.745
N  -1.28973  0.49353  -2.51526  0.336
C  -1.30685  0.65816  -3.81143  0.218
S  -0.88206  -0.63047  -4.88313  0.027
C  -0.70339  0.45182  -6.32952  -0.618
C  -1.77531  1.51601  -6.22405  -0.626
S  -1.78148  2.15693  -4.52495  0.040
H  -3.21824  -0.33388  1.23997  -0.020
H  -4.22087  2.11781  3.42604  0.488
H  -4.26668  4.53671  2.90553  0.427
H  -3.41973  5.34906  0.70987  0.431
H  -2.47713  3.73314  -0.88875  0.477
H  -0.82991  -0.16667  -7.21633  0.419
H  0.29826  0.87940  -6.32577  0.302
H  -2.76080  1.10999  -6.44893  0.333
H  -1.57417  2.35435  -6.88923  0.423
S  -4.45881  -2.54558  0.41992  -0.248
As  -3.21446  -3.65415  -0.72862  0.329
S  -0.63136  -2.75612  0.28941  -0.278
S  -2.24990  -2.41329  -2.37105  -0.155
S  -2.94362  -5.63144  -0.92113  -0.221
C  2.61726  -3.36209  2.99432  -1.376
C  3.40576  -2.59683  1.96012  0.600
C  4.50962  -1.73779  2.52969  -1.342
O  2.52078  -1.75920  1.10706  0.045
P  1.40016  -0.74946  1.45087  0.775
S  1.02679  0.34680  -0.17752  -0.498
S  -0.31935  -1.74471  2.07870  -0.164
O  1.87656  0.06714  2.68435  -0.354
C  1.45977  1.36789  3.27155  0.559
C  2.03425  2.50638  2.46293  -1.363
C  -0.03794  1.41817  3.43355  -1.164
H  3.29852  -4.05289  3.49263  0.485
H  1.81801  -3.94661  2.54200  0.313
H  2.19873  -2.70236  3.75605  0.280
H  3.80526  -3.28513  1.21762  0.296
H  4.14270  -1.08832  3.32315  0.248
H  4.97572  -1.13112  1.75467  0.344
H  5.27398  -2.39192  2.95048  0.478
H  1.95215  1.31219  4.24130  0.261
H  1.48275  2.66645  1.53771  0.255
H  3.08580  2.33845  2.23507  0.351
H  1.96149  3.41481  3.06251  0.505
H  -0.54073  1.41505  2.46620  0.039
H  -0.30898  2.34714  3.93738  0.537
H  -0.41191  0.58903  4.03397  0.353
O  0.83401  -1.60565  -2.30862  0.336
N  1.92194  -1.26872  -3.01704  -0.596
C  2.88963  -2.09414  -2.81225  1.050
C  2.80071  -3.21000  -1.92189  0.070
N  2.74382  -4.11125  -1.21380  -0.402
C  4.11122  -1.85423  -3.51804  -0.121
N  5.10002  -1.67098  -4.07014  -0.324

Atoms 1-3, force components in eV/Å:
Re 0.4 -0.5 0.0
O -0.1 0.0 -0.1
C 0.0 -0.1 0.1



Record 2
ORCA calculation (ωB97M-V/def2-TZVPD) on a structure of composition C19H23BCl3MgN8O5S.

Its spin multiplicity is 2. For the gap between HOMO and LUMO (spin up / spin down), the calculation gives 9.734 / 6.142 eV. The calculation puts the relative energy (zero: lowest compared OMol25 entry of this formula, charge and spin) at 0.0 kcal/mol. As for the largest force on an atom: 0.754 eV/A. For the LUMO energy (spin up / spin down), the calculation gives 0.4284 / -3.1618 eV. The calculation puts the HOMO energy (spin up / spin down) at -9.31 / -9.30 eV. As for the total energy: -3556.00196 hartree.

Last column: Löwdin spin population.
Geometry (Å):
Mg  0.39993  -1.63906  -0.78259  -0.004
C  -3.25971  -1.02517  -1.39111  0.000
C  -2.57885  -0.43930  -0.20589  0.048
C  -3.07188  0.00295  0.99804  0.067
C  -1.96613  0.55774  1.67432  0.143
N  -0.88761  0.41597  0.92040  0.002
N  -1.21664  -0.28375  -0.19713  0.358
B  0.39991  1.33321  0.85745  -0.002
N  0.23055  2.01136  -0.53953  0.013
C  0.82677  3.05650  -1.13743  -0.002
C  0.42690  3.09123  -2.45667  0.013
C  -0.43439  1.99120  -2.61710  0.025
C  -1.15827  1.48836  -3.81810  0.000
N  -0.53321  1.38630  -1.44475  0.315
N  1.67836  0.53437  0.85762  0.000
C  2.79536  0.80046  1.56018  0.000
C  3.83979  0.11775  0.98993  0.000
C  3.27441  -0.57142  -0.09554  0.000
C  3.99136  -1.44232  -1.06997  0.000
N  1.97006  -0.31672  -0.17304  -0.001
N  0.28519  2.36489  1.94979  0.001
C  -0.42916  3.51876  1.90574  0.001
C  -0.57451  3.96871  3.19218  0.000
C  0.09200  3.00682  3.98587  0.000
C  0.27017  2.99410  5.46817  0.000
N  0.59234  2.04501  3.23222  0.000
H  -3.94140  -1.81992  -1.09136  0.000
H  -2.52939  -1.42763  -2.08937  0.000
H  -3.83800  -0.25132  -1.89969  0.001
H  -4.08164  -0.06346  1.36251  0.003
H  -1.90164  1.04906  2.63296  0.005
H  1.52467  3.67572  -0.59681  0.001
H  0.72908  3.79759  -3.21039  0.003
H  -0.82941  2.01949  -4.70872  0.000
H  -2.23404  1.63903  -3.71311  0.000
H  -0.97002  0.42259  -3.94973  0.000
H  2.74920  1.45084  2.41621  0.000
H  4.86620  0.09515  1.31043  0.000
H  4.75065  -2.03143  -0.55667  0.000
H  4.49629  -0.82599  -1.81617  0.000
H  3.32292  -2.12166  -1.58665  0.000
H  -0.79234  3.92325  0.97527  0.000
H  -1.07215  4.86613  3.51782  0.000
H  -0.32305  3.78016  5.93281  0.000
H  1.31478  3.15620  5.73557  0.000
H  -0.03413  2.03553  5.88713  0.000
C  -0.06469  -4.25486  -3.67155  0.000
S  0.89497  -2.90385  -3.04055  0.000
O  1.91553  -2.60176  -3.99818  0.000
O  -0.06863  -1.77807  -2.78757  -0.001
O  1.35918  -3.27188  -1.68171  0.000
H  0.59208  -4.87751  -4.27266  0.000
H  -0.85973  -3.84322  -4.28836  0.000
H  -0.47612  -4.82120  -2.84043  0.000
Cl  -3.36539  -3.59664  1.86613  0.000
C  -1.70668  -3.82989  1.30058  0.000
Cl  -1.75261  -3.87468  -0.49537  0.001
Cl  -1.07424  -5.36919  1.88650  0.000
C  -0.75163  -2.67811  1.82670  0.000
O  -1.01528  -2.24053  2.92799  0.002
O  0.20393  -2.39589  1.05339  0.009

Atoms 1-3, force components in eV/Å:
Mg 0.3 -0.4 0.6
C 0.0 0.0 0.1
C -0.2 -0.2 0.1



Record 3
ORCA calculation (ωB97M-V/def2-TZVPD) on a structure of composition C19H23Br6N5O4.

For the gap between HOMO and LUMO, the calculation gives 9.682 eV. As for the largest force on an atom: 3.728 eV/A. For the LUMO energy, the calculation gives 0.1485 eV. The calculation puts the HOMO energy at -9.53 eV. As for the total energy: -16756.35382 hartree.

Last column: Mulliken charge in e.
Geometry (Å):
C  3.02960  0.73992  -2.49705  -0.702
N  3.90811  1.07547  -1.36658  0.904
O  4.78385  1.92224  -1.50503  -0.583
O  3.73807  0.45372  -0.39132  -0.304
H  3.05281  -0.28949  -2.69100  0.289
H  3.30546  1.35867  -3.35108  0.311
H  1.95814  0.93351  -2.17381  0.152
C  7.22261  1.82021  0.82674  -0.740
N  6.07905  1.63741  1.76133  0.902
O  6.04889  0.56308  2.37559  -0.491
O  5.39050  2.59606  1.98495  -0.503
H  6.94917  2.60511  0.04640  0.251
H  7.54262  0.94191  0.38344  0.291
H  7.97176  2.23952  1.50996  0.318
N  -2.74250  -3.42233  3.79200  -0.568
C  -1.53200  -3.42349  4.26915  -0.300
C  -0.47726  -2.71927  3.70301  -0.563
C  -0.79597  -1.80514  2.70943  -0.180
C  -2.13488  -1.75047  2.25009  -0.326
C  -3.04591  -2.57635  2.80316  -0.356
H  -1.30387  -4.19996  4.99594  0.338
H  0.52761  -2.89797  3.97549  0.490
H  -0.01718  -1.20147  2.24300  0.533
H  -2.43397  -1.09687  1.44153  0.570
H  -4.07915  -2.61954  2.48511  0.387
N  -4.78605  0.48540  -2.50793  -0.266
C  -4.42923  1.11877  -1.37323  0.280
C  -5.16907  2.19087  -0.85932  -0.647
C  -6.28021  2.64721  -1.59081  -0.183
C  -6.64072  2.01407  -2.72063  -0.507
C  -5.87058  0.91321  -3.16805  -0.222
H  -3.56904  0.68694  -0.78910  0.169
H  -4.72706  2.73182  -0.02190  0.245
H  -6.78520  3.60004  -1.28023  0.315
H  -7.48994  2.28748  -3.32863  0.374
H  -5.99230  0.27873  -4.01433  0.432
N  -0.27442  0.17318  -1.52900  -0.440
C  -0.17805  -1.03911  -0.89440  -0.385
C  -1.10604  -2.04130  -1.06126  -0.485
C  -2.15553  -1.89295  -1.96594  -0.197
C  -2.11560  -0.80531  -2.77427  -0.327
C  -1.17535  0.24454  -2.50960  -0.507
H  0.65866  -1.18083  -0.25570  0.554
H  -0.92015  -2.92809  -0.44429  0.411
H  -2.86178  -2.77424  -2.04263  0.359
H  -2.78713  -0.71416  -3.68792  0.192
H  -1.21285  1.14055  -3.02173  0.593
C  4.18487  -1.82250  1.74620  0.019
Br  2.42470  -2.72047  1.59818  -0.060
Br  5.26808  -2.11797  0.30437  0.000
Br  4.97819  -2.49525  3.36388  -0.039
H  4.02158  -0.76654  1.92439  0.027
C  0.44048  2.30920  0.60430  1.459
Br  1.57261  1.87041  2.00187  -0.020
Br  1.14209  3.74037  -0.34392  -0.047
Br  -1.47424  2.55009  1.15639  -0.117
H  0.36373  1.43137  -0.09523  -1.098

Atoms 1-3, force components in eV/Å:
C -1.9 2.1 -0.2
N 1.1 1.4 -2.4
O -0.4 -0.1 -0.3